Entry from the OMol25 dataset: a structure of composition C35H37BF4P2Zr at a distorted geometry (the ωB97M-V functional and the def2-TZVPD basis).

Geometry as XYZ:
```
80
C35H37BF4P2Zr, DFT the ωB97M-V functional and the def2-TZVPD basis
Zr 0.10 -0.19 -0.24
C -2.23 -0.12 0.82
C -2.29 -0.43 -0.54
C -2.71 0.57 -1.61
C -1.54 1.34 -2.31
C -0.37 1.71 -1.43
C -0.49 2.10 -0.08
C -1.82 2.42 0.57
C -2.43 1.25 1.40
C 2.26 0.30 -0.28
H -2.30 -0.93 1.56
H -2.36 -1.48 -0.84
H -3.45 1.30 -1.24
H -3.24 0.00 -2.40
H -1.17 0.75 -3.17
H -1.96 2.24 -2.78
H 0.57 1.90 -1.95
H 0.37 2.56 0.41
H -2.57 2.79 -0.14
H -1.66 3.26 1.27
H -1.99 1.27 2.41
H -3.50 1.46 1.57
H 2.75 -0.11 0.63
H 2.51 1.37 -0.32
H 2.73 -0.20 -1.15
P 0.14 -2.43 -9.41
P 2.18 0.47 -9.68
C -0.33 -0.81 -10.07
C 0.42 0.33 -10.05
C -0.77 -3.59 -10.53
C -1.95 -3.24 -11.22
C -2.59 -4.16 -12.04
C -2.08 -5.46 -12.19
C -0.91 -5.81 -11.52
C -0.25 -4.89 -10.71
C -0.89 -2.50 -7.89
C -0.50 -1.63 -6.85
C -1.23 -1.60 -5.66
C -2.36 -2.42 -5.51
C -2.74 -3.29 -6.54
C -2.00 -3.34 -7.72
C 2.74 1.27 -11.28
C 2.72 0.47 -12.44
C 3.09 1.00 -13.68
C 3.48 2.33 -13.79
C 3.52 3.13 -12.64
C 3.16 2.61 -11.40
C 2.24 1.90 -8.54
C 3.36 1.99 -7.68
C 3.47 3.05 -6.79
C 2.47 4.04 -6.75
C 1.37 3.95 -7.60
C 1.25 2.88 -8.49
H -1.35 -0.75 -10.47
H -0.04 1.27 -10.41
H -2.38 -2.24 -11.11
H -3.50 -3.87 -12.56
H -2.59 -6.18 -12.83
H -0.51 -6.82 -11.62
H 0.67 -5.17 -10.19
H 0.37 -0.99 -6.99
H -0.92 -0.93 -4.85
H -2.93 -2.39 -4.58
H -3.61 -3.93 -6.42
H -2.29 -4.03 -8.52
H 2.40 -0.57 -12.36
H 3.06 0.36 -14.57
H 3.77 2.75 -14.76
H 3.82 4.18 -12.72
H 3.20 3.25 -10.52
H 4.13 1.21 -7.72
H 4.34 3.12 -6.13
H 2.55 4.87 -6.04
H 0.59 4.72 -7.57
H 0.38 2.82 -9.15
F 0.35 -0.03 1.70
B 0.09 -0.01 3.97
F -1.12 -0.60 3.93
F 1.19 -0.76 4.14
F 0.16 1.32 4.04
```

Results
HOMO level (spin up / spin down): -11.466 / -11.471 eV
E: -68284.1100 eV
lowest unoccupied orbital energy (spin up / spin down): -0.366 / -0.366 Ha
net charge: +2
strongest force on any atom: 5.30 eV/Å


Entry from the OMol25 dataset: a structure of composition C10H20FN3O4S2 at a distorted geometry (the ωB97M-V functional and the def2-TZVPD basis).

Geometry as XYZ:
```
40
C10H20FN3O4S2, DFT the ωB97M-V functional and the def2-TZVPD basis
C 3.69 2.53 2.31
C 3.60 1.21 1.54
C 2.54 1.15 0.43
C 1.14 1.54 0.90
S 2.92 2.19 -0.99
O 3.28 3.48 -0.47
O 1.73 2.21 -1.82
N 4.20 1.61 -1.78
S 4.32 0.06 -2.00
O 4.65 -0.69 -0.82
O 5.07 -0.23 -3.18
F 2.83 -0.43 -2.35
H 2.71 2.90 2.60
H 4.29 2.38 3.20
H 4.18 3.30 1.72
H 3.39 0.41 2.24
H 4.57 1.02 1.08
H 2.48 0.12 0.08
H 0.95 1.23 1.93
H 0.94 2.60 0.78
H 0.44 1.00 0.26
C -4.38 -3.89 1.16
C -4.72 -2.45 0.81
N -3.67 -1.81 -0.01
C -2.41 -2.29 -0.29
C -1.79 -1.34 -1.04
N -2.68 -0.31 -1.21
C -3.81 -0.62 -0.59
C -2.42 0.93 -1.94
H -3.47 -3.95 1.75
H -5.19 -4.30 1.76
H -4.26 -4.50 0.27
H -4.84 -1.86 1.71
H -5.65 -2.41 0.24
H -2.08 -3.24 0.06
H -0.80 -1.29 -1.48
H -4.69 0.00 -0.55
H -2.55 1.78 -1.26
H -3.11 1.02 -2.77
H -1.39 0.92 -2.29
```

Results
HOMO level: -7.959 eV
E: -47740.7396 eV
lowest unoccupied orbital energy: -0.040 Ha
strongest force on any atom: 1.17 eV/Å


Entry from the OMol25 dataset: a structure of composition C89H103F2N15O19S2 at a distorted geometry (the ωB97M-V functional and the def2-TZVPD basis).

Geometry as XYZ:
```
230
C89H103F2N15O19S2, DFT the ωB97M-V functional and the def2-TZVPD basis
C 7.92 16.78 31.56
N 9.28 16.53 31.03
C 9.40 15.97 29.81
C 10.63 15.57 29.40
C 11.75 15.78 30.22
C 11.60 16.50 31.38
C 10.32 16.81 31.81
C 13.11 15.28 29.90
C 13.99 15.04 30.95
C 15.24 14.53 30.75
N 15.64 14.28 29.52
C 14.81 14.31 28.46
C 13.56 14.84 28.63
C 17.08 14.11 29.12
H 7.57 16.19 32.45
H 7.13 16.77 30.82
H 7.88 17.83 31.86
H 8.50 15.79 29.25
H 10.61 15.20 28.36
H 12.47 16.69 31.99
H 10.05 17.32 32.74
H 13.76 15.26 31.96
H 15.87 14.33 31.61
H 15.13 13.92 27.52
H 12.89 14.78 27.72
H 17.65 13.89 30.06
H 17.28 15.01 28.55
H 17.12 13.19 28.57
C 17.50 16.26 36.77
N 18.34 17.26 36.09
C 19.25 17.88 36.80
C 20.06 18.85 36.21
C 19.87 19.14 34.86
C 18.88 18.47 34.14
C 18.12 17.51 34.76
C 20.74 20.11 34.15
C 20.24 21.23 33.53
C 21.14 22.12 32.94
N 22.42 21.73 32.95
C 22.92 20.60 33.51
C 22.05 19.74 34.16
C 23.33 22.65 32.23
H 18.21 15.55 37.28
H 16.95 15.73 36.00
H 16.86 16.77 37.49
H 19.33 17.54 37.82
H 20.79 19.42 36.69
H 18.64 18.80 33.15
H 17.17 17.12 34.35
H 19.17 21.49 33.76
H 21.02 23.05 32.52
H 23.97 20.49 33.38
H 22.36 18.88 34.72
H 24.23 22.46 32.73
H 22.93 23.62 32.33
H 23.35 22.27 31.18
C 16.17 16.73 15.06
N 15.31 16.45 13.88
C 14.07 16.98 13.86
C 13.15 16.60 12.93
C 13.50 15.61 11.98
C 14.73 15.07 12.00
C 15.62 15.48 13.00
C 12.50 15.14 10.93
C 12.33 13.81 10.76
C 11.37 13.38 9.85
N 10.58 14.23 9.18
C 10.91 15.56 9.20
C 11.80 16.05 10.12
C 9.53 13.83 8.22
H 17.16 16.42 14.89
H 15.80 16.12 15.92
H 16.08 17.74 15.45
H 13.91 17.71 14.63
H 12.14 16.99 13.01
H 15.10 14.44 11.26
H 16.64 15.19 13.13
H 12.78 13.07 11.40
H 11.15 12.38 9.70
H 10.31 16.19 8.55
H 12.00 17.12 10.05
H 9.83 14.11 7.26
H 8.64 14.40 8.50
H 9.36 12.80 8.40
C 15.46 4.98 27.64
N 15.97 5.97 28.68
C 15.24 7.01 29.11
C 15.70 7.88 30.07
C 16.98 7.64 30.66
C 17.80 6.54 30.18
C 17.22 5.73 29.18
C 17.53 8.67 31.63
C 17.53 10.01 31.53
C 18.08 10.80 32.56
N 18.55 10.31 33.69
C 18.65 8.99 33.77
C 18.14 8.19 32.82
C 18.94 11.27 34.85
H 15.82 3.99 27.98
H 15.88 5.25 26.67
H 14.38 5.05 27.62
H 14.32 7.13 28.60
H 15.12 8.74 30.47
H 18.75 6.22 30.60
H 17.73 4.87 28.74
H 17.03 10.57 30.73
H 17.94 11.87 32.50
H 19.20 8.51 34.59
H 18.27 7.11 32.81
H 20.00 11.23 34.98
H 18.32 10.89 35.65
H 18.56 12.22 34.48
C 16.42 26.78 30.08
N 15.68 25.59 30.74
C 16.25 24.38 30.56
C 15.76 23.24 31.22
C 14.76 23.36 32.16
C 14.17 24.63 32.33
C 14.56 25.69 31.53
C 14.28 22.21 32.97
C 14.15 22.34 34.35
C 13.59 21.31 35.08
N 13.27 20.16 34.41
C 13.45 20.00 33.12
C 13.93 21.05 32.33
C 12.64 19.12 35.23
H 16.29 27.67 30.66
H 16.05 26.80 29.05
H 17.51 26.54 30.11
H 17.17 24.36 29.99
H 16.50 22.43 31.22
H 13.31 24.80 32.99
H 14.12 26.70 31.50
H 14.53 23.25 34.86
H 13.40 21.37 36.18
H 12.97 19.11 32.72
H 13.96 20.95 31.25
H 11.73 18.75 34.74
H 12.32 19.64 36.14
H 13.34 18.31 35.46
C 15.51 17.77 23.48
N 15.58 19.07 22.77
C 15.55 19.05 21.44
C 15.66 20.16 20.67
C 15.69 21.45 21.31
C 15.75 21.39 22.69
C 15.67 20.24 23.46
C 15.45 22.70 20.61
C 15.09 22.53 19.25
C 14.65 23.65 18.61
N 14.67 24.85 19.16
C 15.19 25.03 20.43
C 15.62 23.96 21.13
C 14.28 25.97 18.35
H 15.71 17.97 24.52
H 16.31 17.12 23.10
H 14.50 17.36 23.43
H 15.56 18.06 20.94
H 15.70 19.98 19.56
H 15.83 22.27 23.34
H 15.79 20.19 24.60
H 14.95 21.60 18.73
H 14.30 23.56 17.55
H 15.04 26.02 20.94
H 16.08 23.99 22.11
H 14.35 26.87 18.91
H 13.21 25.76 17.97
H 15.01 26.03 17.50
C 21.63 5.61 18.00
N 23.15 5.16 18.11
C 23.49 4.20 19.01
C 24.81 3.82 19.16
C 25.85 4.50 18.45
C 25.47 5.50 17.59
C 24.16 5.85 17.45
C 27.28 4.08 18.50
C 27.95 4.15 17.26
C 29.34 4.05 17.24
N 30.01 3.89 18.39
C 29.38 3.80 19.60
C 27.95 3.79 19.68
C 31.47 4.03 18.30
H 21.45 6.14 17.06
H 21.31 6.20 18.91
H 21.10 4.62 17.89
H 22.72 3.73 19.53
H 25.02 3.05 19.90
H 26.25 6.00 17.05
H 23.88 6.78 16.95
H 27.43 4.18 16.31
H 29.88 4.16 16.33
H 30.07 3.75 20.43
H 27.42 3.86 20.58
H 31.67 4.81 17.51
H 31.84 3.06 17.90
H 31.93 4.23 19.28
O 12.78 17.68 17.87
C 13.99 18.25 17.65
O 14.27 18.58 16.52
O 14.59 18.65 18.67
H 12.69 17.53 18.83
O 19.29 25.13 30.14
C 19.59 24.04 30.95
O 20.84 24.10 31.28
O 18.74 23.13 31.18
H 20.06 25.67 30.33
O 15.00 11.85 27.28
C 15.30 10.79 28.39
O 15.10 9.57 28.05
O 15.67 11.37 29.36
H 15.16 11.36 26.45
O 20.08 13.60 32.42
C 18.97 14.19 32.98
O 19.24 14.87 34.02
O 17.90 13.99 32.39
H 20.86 13.92 32.86
O 14.93 16.25 35.12
C 14.25 16.60 34.00
O 13.19 16.02 33.83
O 14.84 17.36 33.22
H 14.25 15.95 35.78
N 13.64 18.32 29.00
S 12.64 19.57 29.24
O 13.19 20.92 29.18
O 11.84 19.15 30.36
F 11.69 19.49 28.02
S 15.05 18.66 28.25
O 14.90 19.23 26.97
O 15.79 17.50 28.49
F 15.67 19.73 29.21
```

Results
HOMO level: -17.542 eV
E: -182243.6967 eV
lowest unoccupied orbital energy: -0.457 Ha
net charge: +8
strongest force on any atom: 4.74 eV/Å


Entry from the OMol25 dataset: a cluster of 2 separate species, C2H2F2 in total at a distorted geometry (the ωB97M-V functional and the def2-TZVPD basis).

Geometry as XYZ:
```
6
C2H2F2, DFT the ωB97M-V functional and the def2-TZVPD basis
C 0.49 -1.00 -0.86
C -0.52 0.80 0.71
F 0.80 -0.20 -1.89
F -0.96 0.08 1.67
H 1.30 -1.36 -0.23
H -1.12 1.67 0.60
```

Results
HOMO level (spin up / spin down): -7.620 / -8.941 eV
ΔE to the lowest compared entry with this formula, charge and spin: 33.5 kcal per mole
E: -7532.6610 eV
lowest unoccupied orbital energy (spin up / spin down): -0.025 / -0.059 Ha
strongest force on any atom: 4.06 eV/Å
multiplicity: 3


Entry from the OMol25 dataset: a cluster of 2 separate species, C6H17N2 in total at a distorted geometry (the ωB97M-V functional and the def2-TZVPD basis).

Geometry as XYZ:
```
25
C6H17N2, DFT the ωB97M-V functional and the def2-TZVPD basis
C -0.28 1.29 0.88
N -1.53 1.20 0.26
C -2.05 -0.13 0.21
C -3.23 -0.26 -0.75
C 0.64 0.44 -0.11
N 0.39 -0.87 0.07
C 3.07 0.15 -0.86
C 2.15 0.83 0.14
H 0.07 2.31 0.98
H -0.24 0.84 1.88
H -2.20 1.93 0.46
H -1.20 -0.83 -0.09
H -2.33 -0.47 1.22
H -2.98 0.23 -1.68
H -4.13 0.21 -0.35
H -3.45 -1.30 -0.98
H 0.33 0.63 -1.15
H 0.72 -4.00 0.54
H 0.38 -1.06 1.09
H 1.36 -3.61 0.44
H 4.10 0.44 -0.70
H 2.79 0.42 -1.87
H 2.99 -0.93 -0.79
H 2.41 0.63 1.17
H 2.20 1.91 -0.01
```

Results
HOMO level: -14.335 eV
ΔE to the lowest compared entry with this formula, charge and spin: 120.2 kcal per mole
E: -9466.8229 eV
lowest unoccupied orbital energy: -0.259 Ha
net charge: +1
strongest force on any atom: 2.54 eV/Å


Entry from the OMol25 dataset: the ion C3H8N5 with charge +1 at a distorted geometry (the ωB97M-V functional and the def2-TZVPD basis).

Geometry as XYZ:
```
16
C3H8N5, DFT the ωB97M-V functional and the def2-TZVPD basis
C 0.76 -0.11 -0.91
C -0.10 0.30 1.87
C -1.53 -1.02 -1.21
N 1.59 0.25 0.20
N 1.13 0.35 1.37
N -0.42 -0.27 -0.65
N 1.51 -0.25 -1.97
N -0.91 1.17 2.39
H -1.46 -1.35 -2.22
H -1.75 -1.83 -0.55
H -2.35 -0.33 -1.05
H 1.85 0.62 2.05
H 2.53 -0.14 -1.77
H 1.38 -0.32 -2.92
H -1.71 0.78 2.83
H -0.51 2.17 2.53
```

Results
HOMO level: -13.282 eV
ΔE to the lowest compared entry with this formula, charge and spin: 102.8 kcal per mole
E: -10680.0215 eV
lowest unoccupied orbital energy: -0.193 Ha
net charge: +1
strongest force on any atom: 4.55 eV/Å